P) ORCA calculation (wB97M-V/def2-TZVPD) on a cluster of 2 separate species, C4H8ClN2P in total.

The geometry in XYZ format:
```
16
Properties=species:S:1:pos:R:3
C -0.222 -0.849 0.454
C 0.675 -0.605 -0.729
C -1.257 -1.987 0.519
C -0.386 2.775 -0.424
N -0.095 0.083 1.391
N 0.853 0.946 1.146
P 1.926 0.640 -0.244
Cl 3.199 -0.810 0.360
H 1.060 -1.561 -1.077
H 0.040 -0.142 -1.552
H -1.094 -2.628 -0.399
H -2.220 -1.659 0.896
H -0.937 -2.671 1.388
H -1.353 2.933 0.136
H 0.361 3.588 -0.649
H -0.550 1.946 -1.216
```

Results
Kohn-Sham gap (spin up / spin down): 0.31806 / 0.27544 Ha
molar mass: 150.55 u

Results of the Löwdin charge analysis, in e, for atoms 1 through 2:
1 C -0.368
2 C -0.447

Q) ORCA calculation (wB97M-V/def2-TZVPD) on an isolated molecule of C4H8ClN2P.

The geometry in XYZ format:
```
16
Properties=species:S:1:pos:R:3
C -2.692 -0.875 -0.668
N -1.444 -0.140 -0.854
N -0.501 -0.688 -0.195
C 0.763 -0.022 0.110
C 0.824 1.339 -0.535
C 1.189 -0.447 1.438
P 2.425 -0.996 0.117
Cl 3.824 0.476 -0.002
H -2.458 -1.576 0.130
H -3.274 -0.102 -0.240
H -3.128 -1.318 -1.655
H 0.457 1.455 -1.554
H 1.733 1.848 -0.194
H 0.086 1.961 -0.068
H 1.530 0.261 2.137
H 0.665 -1.175 2.031
```

Results
Kohn-Sham gap: 0.34797 Ha
molar mass: 150.55 u

Results of the Löwdin charge analysis, in e, for atoms 1 through 2:
1 C -0.118
2 N -0.047

Q) comes first in stability; the runner-up is 38.2 kcal/mol higher.

P) ORCA calculation (wB97M-V/def2-TZVPD) on a cluster of 4 separate species, C3H15NO3 in total.

The geometry in XYZ format:
```
22
Properties=species:S:1:pos:R:3
C -1.275 -1.571 1.218
C -0.443 -0.323 0.923
N -0.629 0.105 -0.491
C -0.548 1.540 -0.702
H -1.188 -1.735 2.285
H -0.919 -2.408 0.621
H -2.337 -1.371 1.050
H 0.581 -0.533 1.197
H -0.883 0.512 1.482
H -1.542 -0.263 -0.744
H 0.159 1.968 0.001
H -0.106 1.823 -1.655
H -1.524 2.008 -0.544
O 1.471 -1.415 -1.500
H 0.824 -0.706 -1.258
H 2.301 -1.203 -1.064
O -1.180 -2.691 -2.367
H -0.760 -2.907 -3.205
H -0.464 -2.490 -1.748
O 3.010 4.204 2.321
H 3.393 3.373 2.005
H 2.058 4.083 2.175
```

Results
Kohn-Sham gap: 0.36135 Ha
molar mass: 113.16 u

Results of the Löwdin charge analysis, in e, for atoms 1 through 2:
1 C -0.085
2 C -0.276

Q) ORCA calculation (wB97M-V/def2-TZVPD) on a cluster of 4 separate species, C3H15NO3 in total.

The geometry in XYZ format:
```
22
Properties=species:S:1:pos:R:3
C 0.426 -0.722 -2.910
C 1.101 0.229 -1.876
N 0.590 0.131 -0.471
C -0.768 0.484 -0.291
H -0.674 -0.497 -2.920
H 0.836 -0.696 -4.003
H 0.496 -1.831 -2.391
H 2.197 -0.061 -1.920
H 1.084 1.261 -2.159
H 0.704 -0.733 0.095
H -1.060 1.400 -0.804
H -0.940 0.907 0.703
H -1.580 -0.272 -0.508
O 0.653 -1.185 2.275
H 0.239 -0.656 2.971
H 0.289 -0.637 1.571
O -2.973 -1.514 1.258
H -3.130 -2.444 1.397
H -2.353 -1.470 0.458
O 1.381 2.564 1.381
H 1.279 3.475 1.548
H 1.449 2.477 0.412
```

Results
Kohn-Sham gap: 0.36126 Ha
molar mass: 113.16 u

Results of the Löwdin charge analysis, in e, for atoms 1 through 2:
1 C -0.125
2 C -0.285

P) comes first in stability; the runner-up is 30.3 kcal/mol higher.

P) ORCA calculation (wB97M-V/def2-TZVPD) on an isolated molecule of C2H4N6O.

The geometry in XYZ format:
```
13
Properties=species:S:1:pos:R:3
H -0.387 -2.205 0.416
N -1.051 -2.205 -0.347
C -0.876 -1.263 -1.237
N 0.061 -0.141 -1.482
C 0.274 0.573 -0.364
N 1.012 1.625 -0.449
N 1.365 2.121 0.780
N 0.870 1.392 1.600
N 0.063 0.423 1.031
O -0.284 -0.673 1.571
H -1.567 -1.274 -2.148
H 1.666 2.078 -1.165
H -1.145 -0.451 1.792
```

Results
Kohn-Sham gap: 0.35427 Ha
molar mass: 128.10 u

Results of the Löwdin charge analysis, in e, for atoms 1 through 2:
1 H 0.012
2 N 0.059

Q) ORCA calculation (wB97M-V/def2-TZVPD) on a cluster of 2 separate species, C2H4N6O in total.

The geometry in XYZ format:
```
13
Properties=species:S:1:pos:R:3
C 1.230 -1.764 -0.434
C -0.056 2.579 -0.327
N 2.498 -1.702 -0.227
N 2.616 -1.349 1.016
N 1.377 -1.050 1.509
N 0.463 -1.150 0.537
N 0.994 2.660 -0.872
N -0.771 -0.870 0.491
O -0.932 2.420 0.461
H 1.032 -2.001 -1.504
H 1.280 -0.507 2.340
H 1.307 3.175 -1.668
H -1.130 -0.730 1.418
```

Results
Kohn-Sham gap (spin up / spin down): 0.31634 / 0.31629 Ha
molar mass: 128.09 u

Results of the Löwdin charge analysis, in e, for atoms 1 through 2:
1 C -0.181
2 C -0.410

Q) comes first in stability; the runner-up is 21.5 kcal/mol higher.

P) ORCA calculation (wB97M-V/def2-TZVPD) on the ion C2H9N5 with charge +2.

The geometry in XYZ format:
```
16
Properties=species:S:1:pos:R:3
N -0.821 2.740 0.474
C -0.510 1.526 0.673
N -0.336 0.464 -0.163
C 0.008 -0.874 0.307
N -0.543 -1.109 1.484
N 0.626 -1.832 -0.410
N 1.354 -1.662 -1.595
H -1.147 3.231 1.367
H -0.927 3.206 -0.386
H -0.670 1.093 1.700
H -0.076 0.688 -1.131
H -0.501 -2.061 1.858
H -1.180 -0.360 1.976
H 1.998 -0.847 -1.913
H 1.914 -2.460 -1.731
H 0.810 -1.744 -2.510
```

Results
total charge: +2
Kohn-Sham gap: 0.36598 Ha
molar mass: 103.13 u

Results of the Löwdin charge analysis, in e, for atoms 1 through 2:
1 N 0.268
2 C -0.101

Q) ORCA calculation (wB97M-V/def2-TZVPD) on the ion C2H9N5 with charge +2.

The geometry in XYZ format:
```
16
Properties=species:S:1:pos:R:3
N 0.546 -1.517 0.251
C 0.367 -0.254 0.117
N -0.930 0.260 -0.117
C -2.132 -0.179 -0.168
N -3.228 0.547 0.011
N 1.246 0.734 -0.090
N 2.648 0.703 -0.078
H -0.213 -2.120 0.496
H 1.355 -2.026 0.549
H -2.194 -1.323 -0.442
H -4.174 0.221 -0.242
H -3.179 1.479 0.394
H 0.690 1.574 -0.176
H 3.029 -0.178 -0.686
H 3.014 1.507 -0.620
H 3.155 0.571 0.799
```

Results
total charge: +2
Kohn-Sham gap: 0.36645 Ha
molar mass: 103.13 u

Results of the Löwdin charge analysis, in e, for atoms 1 through 2:
1 N 0.271
2 C -0.337

Q) comes first in stability; the runner-up is 2.3 kcal/mol higher.

P) ORCA calculation (wB97M-V/def2-TZVPD) on a structure of composition C3H5NS.

The geometry in XYZ format:
```
10
Properties=species:S:1:pos:R:3
C 0.052 -1.052 0.016
C -1.259 -1.074 -0.196
C 0.182 0.357 0.412
N 1.262 1.094 -0.107
S -1.665 0.607 -0.223
H 0.698 -1.785 0.173
H -2.041 -1.874 -0.518
H -0.002 0.482 1.458
H 1.520 1.136 -1.085
H 1.253 2.108 0.071
```

Results
Kohn-Sham gap: 0.32819 Ha
molar mass: 87.15 u

Results of the Löwdin charge analysis, in e, for atoms 1 through 2:
1 C -0.202
2 C -0.480

Q) ORCA calculation (wB97M-V/def2-TZVPD) on an isolated molecule of C3H5NS.

The geometry in XYZ format:
```
10
Properties=species:S:1:pos:R:3
S -1.651 1.031 1.797
C -0.566 1.282 0.596
N -0.246 0.363 -0.343
C -0.278 -1.080 -0.200
C 0.970 -0.316 -0.623
H -0.146 2.283 0.554
H -0.255 -1.496 0.771
H -0.856 -1.597 -1.026
H 1.748 -0.243 0.133
H 1.279 -0.226 -1.658
```

Results
Kohn-Sham gap: 0.32863 Ha
molar mass: 87.15 u

Results of the Löwdin charge analysis, in e, for atoms 1 through 2:
1 S 0.604
2 C -0.697

Q) comes first in stability; the runner-up is 3.5 kcal/mol higher.

P) ORCA calculation (wB97M-V/def2-TZVPD) on an isolated molecule of C3H5NS.

The geometry in XYZ format:
```
10
Properties=species:S:1:pos:R:3
C 0.017 -0.742 0.091
C 1.296 -1.088 0.020
C -0.352 0.715 0.263
N 0.701 1.628 -0.008
S 2.560 0.081 0.028
H -0.782 -1.465 0.112
H 1.617 -2.112 -0.060
H -1.217 0.926 -0.384
H -0.655 0.856 1.312
H 0.825 1.768 -1.012
```

Results
Kohn-Sham gap (spin up / spin down): 0.26020 / 0.26025 Ha
molar mass: 87.15 u

Results of the Löwdin charge analysis, in e, for atoms 1 through 2:
1 C -0.201
2 C -0.600

Q) ORCA calculation (wB97M-V/def2-TZVPD) on a structure of composition C3H5NS.

The geometry in XYZ format:
```
10
Properties=species:S:1:pos:R:3
C 1.103 0.163 0.675
C 0.426 1.261 0.361
C 0.526 -0.941 -0.057
N -2.177 0.096 -0.467
S -0.668 0.335 -0.914
H 1.825 0.090 1.423
H 0.385 2.205 0.669
H 1.110 -1.380 -0.883
H 0.089 -1.815 0.575
H -2.620 -0.014 -1.382
```

Results
Kohn-Sham gap: 0.34490 Ha
molar mass: 87.15 u

Results of the Löwdin charge analysis, in e, for atoms 1 through 2:
1 C -0.257
2 C -0.152

P) comes first in stability; the runner-up is 17.3 kcal/mol higher.

P) ORCA calculation (wB97M-V/def2-TZVPD) on an isolated molecule of C3H5NS.

The geometry in XYZ format:
```
10
Properties=species:S:1:pos:R:3
C 0.694 -0.930 -0.248
C 0.165 0.400 0.172
S -0.344 1.176 -1.384
C -1.104 0.222 0.859
N -1.960 0.004 1.591
H 1.750 -0.946 -0.534
H -0.074 -1.509 -0.846
H 0.650 -1.674 0.677
H 1.059 0.941 0.520
H -0.836 2.315 -0.807
```

Results
Kohn-Sham gap: 0.37978 Ha
molar mass: 87.15 u

Results of the Löwdin charge analysis, in e, for atoms 1 through 2:
1 C -0.193
2 C -0.730

Q) ORCA calculation (wB97M-V/def2-TZVPD) on a structure of composition C3H5NS.

The geometry in XYZ format:
```
10
Properties=species:S:1:pos:R:3
C 0.321 1.117 -0.089
C 1.729 1.011 0.197
C -1.138 -0.941 -0.035
N 0.096 -0.242 -0.242
S 1.685 -0.739 0.100
H -0.373 1.838 0.010
H 2.521 1.666 0.070
H -2.103 -0.420 -0.075
H -1.514 -1.784 -0.781
H -1.224 -1.505 0.845
```

Results
Kohn-Sham gap: 0.32565 Ha
molar mass: 87.15 u

Results of the Löwdin charge analysis, in e, for atoms 1 through 2:
1 C -0.201
2 C -0.378

R) ORCA calculation (wB97M-V/def2-TZVPD) on an isolated molecule of C3H5NS.

The geometry in XYZ format:
```
10
Properties=species:S:1:pos:R:3
N -1.859 -0.245 0.068
C -0.658 0.288 -0.125
C 0.498 -0.422 -0.112
C 1.753 0.222 0.042
S 3.327 -0.160 0.012
H -2.636 0.319 0.316
H -1.963 -1.224 0.047
H -0.649 1.373 -0.208
H 0.595 -1.492 -0.124
H 1.592 1.341 0.083
```

Results
Kohn-Sham gap: 0.29454 Ha
molar mass: 87.15 u

Results of the Löwdin charge analysis, in e, for atoms 1 through 2:
1 N 0.102
2 C -0.187

R) comes first in stability; the runner-up is 3.1 kcal/mol higher.

P) ORCA calculation (wB97M-V/def2-TZVPD) on a cluster of 2 separate species, C8H11N2 in total.

The geometry in XYZ format:
```
21
Properties=species:S:1:pos:R:3
C -0.929 0.149 -2.944
C 0.148 0.831 -2.305
C -1.714 -0.452 -2.032
C 0.101 0.526 -0.966
C -1.269 -0.534 0.457
C 0.680 0.672 0.379
C 2.025 0.057 0.553
C -0.056 -0.207 2.646
N -1.091 -0.232 -0.788
N -0.357 0.009 1.208
H -1.393 0.243 -3.859
H 1.015 1.175 -2.832
H -2.464 -1.253 -2.014
H -2.261 -1.663 0.999
H 0.499 1.749 0.793
H 1.971 -0.985 0.733
H 2.721 0.371 1.254
H 2.534 0.078 -0.413
H -0.219 0.848 3.081
H 0.909 -0.546 2.985
H -0.849 -0.834 3.065
```

Results
total charge: +1
Kohn-Sham gap: 0.31650 Ha
molar mass: 135.19 u

Results of the Löwdin charge analysis, in e, for atoms 1 through 2:
1 C -0.035
2 C 0.039

Q) ORCA calculation (wB97M-V/def2-TZVPD) on a structure of composition C8H11N2.

The geometry in XYZ format:
```
21
Properties=species:S:1:pos:R:3
C 2.438 0.793 0.407
C 1.674 1.820 0.635
C -0.792 -0.747 0.661
C 1.481 -1.675 -0.031
C 0.042 1.142 -0.681
C 0.080 -1.258 -0.455
C -0.917 0.760 0.292
C 1.773 -0.238 -0.180
N 0.695 -0.076 -0.994
N -2.325 0.879 -0.288
H 3.444 0.864 0.989
H -1.815 -1.309 0.863
H -0.201 -0.909 1.627
H 1.755 -2.288 0.883
H 1.967 -2.172 -0.963
H 0.162 1.987 -1.334
H -0.434 -1.867 -1.300
H -1.044 1.451 1.133
H -2.954 0.905 0.520
H -2.522 0.103 -0.978
H -2.509 1.834 -0.805
```

Results
total charge: +1
Kohn-Sham gap: 0.27285 Ha
molar mass: 135.19 u

Results of the Löwdin charge analysis, in e, for atoms 1 through 2:
1 C -0.168
2 C 0.200

P) comes first in stability; the runner-up is 92.5 kcal/mol higher.